A cluster of 4 separate species, C3H8N2OS in total, computed with ωB97M-V/def2-TZVPD.

Each line ends with the Löwdin charge.
Positions of all 15 atoms, in Å:
C (-1.97, -1.99, -0.74)  -0.159
C (-1.70, -0.46, -0.95)  -0.367
C (-0.47, 0.00, -0.37)  -0.489
H (-2.41, -2.66, -1.98)  0.145
H (-0.51, -2.59, -0.18)  0.189
H (-3.10, -2.09, 0.47)  0.177
H (-1.89, -0.33, -2.01)  0.100
H (-2.42, 0.01, -0.38)  0.060
H (0.55, 0.01, -2.13)  0.188
H (2.57, -0.60, -0.30)  0.140
H (-0.09, 0.94, 2.56)  -0.090
N (0.82, -0.43, -1.08)  -0.043
N (-0.58, 0.49, 0.86)  -0.343
O (2.16, 0.17, -0.87)  -0.176
S (0.82, 1.27, 1.55)  0.669

**M**: 120.18 g/mol
**Charge**: 0
**LUMO level**: 0.107 eV
**Highest occupied orbital energy**: -8.47 eV
**Energy above the lowest of the compared OMol25 structures with the same formula, charge and spin**: 260.0 kcal/mol
**Frontier orbital gap**: 8.575 eV


A cluster of 2 separate species, C5H11NO4S in total, computed with ωB97M-V/def2-TZVPD.

Each line ends with the Löwdin charge.
Positions of all 22 atoms, in Å:
C (-1.68, -1.61, 0.88)  -0.006
C (-0.65, -1.15, 0.17)  -0.249
C (-0.90, 2.07, -1.53)  -0.001
C (0.47, -0.43, 0.77)  -0.278
C (-0.20, 1.77, 0.77)  -0.266
N (2.97, -1.49, 0.16)  -0.078
O (1.57, -0.23, -1.54)  -0.325
O (2.70, 0.96, 0.25)  -0.338
O (0.65, 2.23, 1.66)  0.072
O (0.10, 2.06, -0.48)  -0.131
S (1.93, -0.24, -0.13)  0.586
H (-2.53, -2.09, 0.49)  0.036
H (-1.66, -1.24, 1.85)  0.031
H (-0.37, -1.56, -0.81)  0.099
H (-0.43, 2.71, -2.31)  0.116
H (-1.89, 2.42, -1.09)  0.111
H (-1.03, 1.00, -1.74)  0.089
H (0.45, -0.50, 1.78)  0.064
H (-1.31, 1.51, 1.03)  0.192
H (3.83, -1.23, -0.39)  0.097
H (2.60, -2.35, -0.12)  0.049
H (1.56, 2.10, 1.21)  0.130

**M**: 181.21 g/mol
**Charge**: 0
**LUMO level**: 0.559 eV
**Highest occupied orbital energy**: -7.79 eV
**Energy above the lowest of the compared OMol25 structures with the same formula, charge and spin**: 116.7 kcal/mol
**Frontier orbital gap**: 8.344 eV


A cluster of 3 separate species, C5H13O3 in total, computed with ωB97M-V/def2-TZVPD.

Each line ends with the Löwdin charge.
Positions of all 21 atoms, in Å:
C (0.48, 0.93, 0.29)  -0.450
O (0.44, 0.19, -0.81)  -0.281
C (-0.97, 1.41, 0.70)  -0.210
C (-2.07, 0.69, -0.04)  -0.269
C (-2.38, -0.64, 0.62)  -0.195
C (-3.15, -1.59, 0.19)  -0.046
H (1.06, 1.95, 0.02)  0.125
H (0.86, 0.38, 1.09)  0.068
H (-1.24, 1.27, 1.82)  0.103
H (-1.21, 2.53, 0.48)  0.108
H (-1.86, 0.60, -1.03)  0.072
H (-3.05, 1.09, -0.07)  0.091
H (-1.81, -0.72, 1.68)  0.144
H (-3.70, -1.32, -0.75)  0.073
H (-3.55, -2.28, 0.81)  -0.004
H (2.52, -1.38, -1.58)  -0.054
H (1.82, 0.07, -1.06)  0.077
O (2.77, -0.64, -1.09)  -0.215
H (4.53, -0.34, -0.48)  0.007
H (5.11, -1.47, -0.65)  0.013
O (5.40, -0.70, -0.12)  -0.156

**M**: 121.16 g/mol
**Charge**: -1
**LUMO level**: 3.789 eV
**Highest occupied orbital energy**: -3.92 eV
**Energy above the lowest of the compared OMol25 structures with the same formula, charge and spin**: 55.7 kcal/mol
**Frontier orbital gap**: 7.705 eV


A cluster of 8 separate species, C4H20NO9S in total, computed with ωB97M-V/def2-TZVPD.

Each line ends with the Mulliken spin population.
Positions of all 35 atoms, in Å:
O (2.67, -1.88, 1.24)  0.002
C (1.97, -1.62, 2.24)  -0.001
N (0.64, -1.20, 2.17)  0.008
C (0.13, -0.81, 0.87)  0.040
C (0.24, 0.62, 0.39)  -0.033
S (-1.33, 1.40, 0.84)  0.951
C (-1.34, -1.25, 0.63)  0.002
O (-1.52, -1.80, -0.43)  0.009
H (2.40, -1.53, 3.19)  0.000
H (0.37, -0.66, 3.06)  0.005
H (0.85, -1.32, 0.11)  0.002
H (1.23, 1.08, 0.76)  -0.014
H (0.41, 0.68, -0.67)  0.014
H (-2.06, -0.97, 1.35)  -0.008
H (-1.43, -0.99, -1.99)  0.000
H (-1.93, -2.01, -2.89)  0.000
O (-1.66, -1.16, -2.83)  0.001
H (-0.40, -3.25, -1.66)  0.000
H (0.40, -2.07, -2.40)  0.000
O (0.41, -2.96, -1.85)  0.000
H (2.19, 2.87, -2.00)  0.000
H (3.29, 1.76, -1.49)  0.000
O (2.98, 2.26, -2.17)  0.000
H (-3.87, 0.27, -0.15)  -0.001
H (-3.71, -0.22, -1.51)  0.000
O (-4.10, 0.51, -0.99)  -0.001
H (-1.09, 0.92, 3.85)  0.000
H (-0.31, 2.03, 3.41)  -0.005
O (-0.17, 1.12, 3.88)  0.008
H (3.38, -0.62, -0.05)  0.000
H (2.29, -0.40, -1.25)  0.001
O (2.83, 0.01, -0.66)  0.001
H (-1.47, 3.05, -1.35)  -0.003
H (-1.09, 4.20, -0.39)  -0.003
O (-1.17, 3.95, -1.27)  0.024

**M**: 258.27 g/mol
**2S+1**: 2
**Charge**: 0
**LUMO level (alpha / beta)**: -0.277 / -3.369 eV
**Highest occupied orbital energy (alpha / beta)**: -10.26 / -10.10 eV
**Frontier orbital gap (alpha / beta)**: 9.988 / 6.734 eV


A structure of composition C29H47Cl2FN3O4SiTl, computed with ωB97M-V/def2-TZVPD.

Each line ends with the Löwdin charge.
Positions of all 88 atoms, in Å:
C (2.80, -2.48, -1.82)  -0.069
C (2.80, -1.69, -3.09)  -0.269
H (2.45, -3.52, -1.96)  0.077
H (2.22, -2.00, -1.02)  0.054
H (3.83, -2.58, -1.45)  0.088
C (2.97, -2.30, -4.28)  -0.155
C (3.30, -3.73, -4.47)  -0.108
H (2.94, -1.71, -5.19)  0.101
H (2.57, -4.42, -4.03)  0.074
H (4.28, -3.97, -4.03)  0.081
H (3.37, -3.94, -5.54)  0.070
Tl (2.38, 1.06, 0.03)  0.913
Cl (2.98, 3.15, -1.13)  0.002
C (-0.30, 3.27, 0.03)  -0.321
O (-0.17, 2.08, 0.39)  -0.096
N (-1.48, 3.90, 0.01)  -0.177
C (-2.67, 3.15, 0.41)  -0.027
C (-1.64, 5.17, -0.70)  -0.040
H (0.57, 3.88, -0.28)  0.083
H (-2.48, 2.64, 1.36)  0.097
H (-2.94, 2.39, -0.34)  0.087
H (-3.50, 3.85, 0.52)  0.086
H (-0.75, 5.78, -0.52)  0.094
H (-2.54, 5.69, -0.34)  0.087
H (-1.73, 5.02, -1.79)  0.096
H (-2.76, 1.43, 4.89)  0.097
H (-1.84, 1.54, 7.49)  0.094
C (-2.80, 0.36, 5.14)  -0.033
C (-1.86, 0.44, 7.42)  -0.062
N (-1.72, -0.01, 6.05)  -0.199
H (-2.76, -0.24, 4.22)  0.068
C (-0.52, -0.44, 5.59)  -0.318
O (-0.25, -0.66, 4.41)  -0.008
H (-1.04, 0.03, 8.01)  0.085
H (0.21, -0.58, 6.42)  0.134
H (-3.74, 0.18, 5.67)  0.090
H (-2.82, 0.10, 7.83)  0.088
H (0.25, -4.26, 3.12)  0.092
H (-1.06, -3.89, 0.33)  0.090
C (-0.82, -4.52, 3.24)  -0.053
C (-1.86, -4.23, 1.00)  -0.042
N (-1.67, -3.74, 2.35)  -0.192
H (-1.12, -4.33, 4.27)  0.088
C (-2.18, -2.55, 2.73)  -0.312
O (-2.89, -1.82, 2.02)  -0.028
H (-2.82, -3.88, 0.62)  0.092
H (-1.89, -2.28, 3.76)  0.107
H (-0.94, -5.58, 3.00)  0.083
H (-1.85, -5.32, 1.03)  0.082
O (2.35, 0.23, -1.79)  -0.414
C (2.72, -0.15, -3.06)  -0.340
C (0.98, -0.26, -5.12)  -0.124
C (1.79, 0.45, -4.20)  -0.148
H (0.81, -1.34, -5.05)  0.052
C (0.34, 0.38, -6.19)  -0.097
H (3.74, 0.28, -3.24)  0.158
C (1.86, 1.83, -4.37)  -0.066
H (-0.27, -0.20, -6.90)  0.105
C (0.50, 1.76, -6.37)  -0.108
C (1.28, 2.48, -5.46)  -0.087
H (2.44, 2.39, -3.63)  0.055
H (-0.01, 2.27, -7.19)  0.096
H (1.45, 3.55, -5.59)  0.099
Si (-1.89, -0.47, -2.50)  0.192
Cl (-0.42, -1.86, -2.94)  0.477
C (-3.21, -0.59, -3.78)  -0.208
C (-1.11, 1.22, -2.80)  -0.185
C (-1.75, -0.71, -0.66)  -0.218
H (-3.93, 0.21, -3.59)  0.030
H (-3.79, -1.51, -3.83)  0.030
H (-2.80, -0.42, -4.79)  0.040
H (-1.14, -1.58, -0.39)  -0.002
H (-2.69, -0.83, -0.12)  0.012
H (-1.16, 0.10, -0.23)  0.016
H (-0.88, 1.45, -3.84)  0.021
H (-0.17, 1.30, -2.23)  0.024
H (-1.85, 1.94, -2.43)  0.023
F (2.32, 1.34, 6.17)  0.016
C (2.50, 1.30, 4.80)  -0.257
C (2.00, 2.39, 4.08)  0.011
C (2.11, 2.31, 2.69)  -0.116
C (2.60, 1.12, 2.15)  -0.307
C (3.16, 0.06, 2.87)  -0.102
C (3.11, 0.16, 4.27)  -0.003
H (1.53, 3.25, 4.57)  0.125
H (1.81, 3.14, 2.04)  0.094
H (3.62, -0.80, 2.37)  0.109
H (3.51, -0.63, 4.92)  0.128

**M**: 824.09 g/mol
**Charge**: 0
**LUMO level**: 0.168 eV
**Highest occupied orbital energy**: -7.89 eV
**Frontier orbital gap**: 8.057 eV


For the records above, the corresponding E values read -701.66313; -950.87564; -423.94480; -1294.33947; -3080.67094 Ha.